C28H46BF3N6V | ωB97M-V with the def2-TZVPD basis set

The geometry in XYZ format:
```
85
Properties=species:S:1:pos:R:3:lowdin_spin:R:1
V 0.016 -0.762 1.689 1.965
C -3.765 -0.766 2.472 0.001
C -3.442 -2.049 1.699 0.001
C -4.716 -2.831 1.395 0.000
C -2.693 -1.718 0.441 0.006
C -3.021 -2.005 -0.877 0.005
C -2.030 -1.435 -1.665 0.007
C -1.870 -1.663 -3.145 0.001
C -2.032 -0.436 -4.041 0.000
C -0.561 -2.410 -3.414 0.000
N -1.167 -0.799 -0.850 0.005
N -1.559 -1.004 0.451 -0.002
B -0.030 0.242 -1.101 0.001
N 1.342 -0.418 -0.788 0.001
N 1.511 -1.163 0.359 -0.006
C 2.797 -1.556 0.393 0.009
C 3.445 -1.076 -0.733 0.004
C 2.511 -0.343 -1.449 0.011
C 2.815 0.469 -2.681 0.001
C 2.562 1.959 -2.452 0.001
C 2.157 -0.028 -3.968 0.001
C 3.427 -2.308 1.528 0.001
C 3.430 -1.441 2.787 0.003
C 2.811 -3.689 1.745 0.001
N -0.227 1.438 -0.086 0.001
N 0.105 1.203 1.231 -0.010
C -0.010 2.356 1.905 0.007
C -0.428 3.341 1.032 0.004
C -0.570 2.737 -0.213 0.009
C -1.098 3.497 -1.407 0.001
C -0.135 4.619 -1.812 0.001
C -1.548 2.695 -2.618 0.000
C 0.334 2.479 3.357 0.001
C 0.265 1.142 4.077 0.007
C 1.721 3.114 3.511 0.000
H -4.245 -1.007 3.420 0.000
H -4.440 -0.133 1.893 0.000
H -2.869 -0.179 2.690 0.000
H -2.803 -2.679 2.319 0.000
H -5.395 -2.245 0.772 0.000
H -5.235 -3.068 2.323 0.000
H -4.501 -3.770 0.883 0.000
H -3.861 -2.578 -1.229 0.000
H -2.691 -2.341 -3.391 0.000
H -1.192 0.249 -3.948 0.000
H -2.949 0.108 -3.814 0.000
H -2.082 -0.759 -5.081 0.000
H 0.299 -1.823 -3.094 0.000
H -0.456 -2.611 -4.481 0.000
H -0.536 -3.361 -2.881 0.000
H -0.045 0.611 -2.217 0.000
H 4.481 -1.224 -0.990 0.000
H 3.893 0.340 -2.807 0.000
H 1.495 2.165 -2.386 0.000
H 2.963 2.535 -3.286 0.000
H 3.036 2.311 -1.535 0.000
H 1.082 0.146 -3.967 0.000
H 2.334 -1.093 -4.122 0.000
H 2.580 0.510 -4.816 0.000
H 4.468 -2.452 1.232 0.000
H 2.414 -1.186 3.098 0.001
H 3.975 -0.511 2.621 0.000
H 3.887 -1.969 3.624 0.000
H 1.760 -3.629 2.015 0.000
H 3.333 -4.207 2.549 0.000
H 2.891 -4.294 0.842 0.000
H -0.630 4.373 1.268 0.000
H -1.993 3.981 -1.003 0.000
H 0.789 4.215 -2.225 0.000
H 0.122 5.256 -0.967 0.000
H -0.602 5.241 -2.576 0.000
H -0.703 2.351 -3.215 0.000
H -2.156 3.336 -3.257 0.000
H -2.150 1.832 -2.337 0.000
H -0.404 3.150 3.804 0.000
H 1.054 0.466 3.721 0.002
H -0.718 0.672 3.970 0.001
H 0.441 1.259 5.146 0.001
H 2.487 2.467 3.076 0.000
H 1.955 3.260 4.566 0.000
H 1.772 4.080 3.012 0.000
F 0.741 -2.373 4.189 -0.009
C -0.209 -1.954 3.355 -0.035
F -1.345 -1.885 4.064 -0.007
F -0.389 -2.979 2.402 0.005
```

Values from the calculation:
2S+1 = 3
Charge = +1
E = -2691.46136 Eh
Lowest unoccupied orbital energy (spin up / spin down) = -3.525 / -2.768 eV
M = 585.47 g/mol
Maximum force = 0.261 eV Å⁻¹



C4H7FO2 | ωB97M-V with the def2-TZVPD basis set

The geometry in XYZ format:
```
14
Properties=species:S:1:pos:R:3:nbo_charge:R:1
C 0.783 -1.823 0.585 -0.241
O -0.184 -0.838 0.834 -0.516
C -0.208 0.311 0.059 0.191
C -1.346 0.762 -0.374 0.191
F -2.562 0.129 -0.407 -0.332
C 1.104 1.134 0.101 -0.109
O 1.974 0.432 -0.759 -0.714
H 0.447 -2.731 1.111 0.188
H 0.884 -2.057 -0.456 0.184
H 1.746 -1.522 1.026 0.170
H -1.467 1.773 -0.769 0.165
H 0.965 2.163 -0.206 0.178
H 1.512 1.129 1.112 0.176
H 2.651 1.031 -0.975 0.468
```

Values from the calculation:
E = -406.88463 Eh
ΔE to the lowest compared entry with this formula, charge and spin = 211.0 kJ/mol
SMILES string = CO/C(=C\F)CO
Lowest unoccupied orbital energy = 0.690 eV
M = 106.10 g/mol
Maximum force = 3.162 eV Å⁻¹



C7H3ClN4S | ωB97M-V with the def2-TZVPD basis set

The geometry in XYZ format:
```
16
Properties=species:S:1:pos:R:3:nbo_charge:R:1
N -0.751 -3.138 -2.030 -0.344
Cl -1.781 0.296 -1.404 0.055
C -0.270 -2.441 -1.197 0.413
N 1.982 0.699 3.131 -0.573
N 1.957 -1.381 1.953 -0.601
S 2.872 -0.643 3.210 0.905
C -0.642 1.549 0.744 -0.196
C -0.647 0.389 -0.071 -0.067
C 0.189 1.646 1.895 -0.201
C 0.258 -0.647 0.359 0.139
C 1.111 0.631 2.217 0.104
C 1.010 -0.572 1.508 0.075
N 0.497 -1.781 -0.337 -0.621
H -1.484 2.154 0.574 0.230
H 0.179 2.523 2.499 0.229
H 1.229 -2.409 0.092 0.453
```

Values from the calculation:
E = -1345.88858 Eh
Lowest unoccupied orbital energy = -1.545 eV
M = 210.65 g/mol
Maximum force = 4.658 eV Å⁻¹



C5H15N2O2 | ωB97M-V with the def2-TZVPD basis set

The geometry in XYZ format:
```
24
Properties=species:S:1:pos:R:3:nbo_charge:R:1
N -0.013 -3.083 0.501 -0.841
C 0.314 -1.698 0.009 -0.042
C -0.698 -1.462 -1.148 -0.640
C 0.196 -0.648 1.172 -0.236
N 1.249 0.376 0.875 -0.648
C 0.714 1.669 1.285 -0.304
C -0.542 2.297 0.463 -0.005
O -0.931 1.411 -0.372 -0.933
H -0.290 -3.105 1.487 0.333
H -0.990 -3.262 0.265 0.336
H 1.325 -1.655 -0.439 0.178
H -0.159 -1.022 -1.966 0.211
H -1.086 -2.292 -1.716 0.183
H -1.488 -0.817 -0.932 0.245
H 0.313 -1.139 2.074 0.153
H -0.765 -0.099 1.169 0.219
H 1.502 0.326 -0.187 0.366
H 1.498 2.340 1.053 0.182
H 0.140 1.576 2.217 0.177
H -0.095 3.126 -0.103 0.102
H -1.369 2.557 1.271 0.058
H 0.195 1.433 -1.525 0.503
H 0.194 1.451 -3.086 0.444
O 0.784 1.719 -2.366 -1.043
```

Values from the calculation:
Charge = -1
E = -459.41846 Eh
ΔE to the lowest compared entry with this formula, charge and spin = 210.1 kJ/mol
Lowest unoccupied orbital energy = 3.906 eV
M = 135.19 g/mol
Maximum force = 4.595 eV Å⁻¹



C9H23FeN3O5 | ωB97M-V with the def2-TZVPD basis set

The geometry in XYZ format:
```
41
Properties=species:S:1:pos:R:3:lowdin_spin:R:1
Fe -0.762 -3.298 -0.143 3.676
O -0.689 -4.188 -1.774 0.122
H -0.905 -5.122 -1.845 0.014
O 0.687 -2.080 -0.277 0.131
H 0.966 -1.577 0.492 0.008
C -2.017 -2.042 2.585 0.007
O -1.307 -2.746 1.866 0.039
N -2.245 -0.747 2.422 0.003
C -1.475 0.055 1.481 -0.001
C -3.300 -0.064 3.153 0.000
H -2.540 -2.484 3.444 0.001
H -0.680 -0.566 1.077 -0.001
H -1.068 0.952 1.946 0.000
H -2.085 0.363 0.628 0.000
H -3.667 -0.762 3.912 0.000
H -2.883 0.791 3.677 0.000
H -4.163 0.151 2.527 0.000
C 2.743 0.777 0.230 0.001
O 3.029 1.440 -0.736 0.000
N 2.954 1.163 1.524 0.000
C 3.372 2.504 1.832 0.000
C 2.636 0.291 2.633 0.000
H 2.282 -0.225 0.234 0.001
H 2.563 3.030 2.360 0.000
H 3.581 3.020 0.901 0.000
H 4.216 2.532 2.525 0.000
H 1.881 0.781 3.257 0.000
H 2.314 -0.681 2.270 0.000
H 3.531 0.154 3.245 0.000
C -1.081 -0.432 -4.655 0.000
O -1.111 -1.594 -4.331 -0.001
N -0.641 0.599 -3.885 0.000
C -0.504 1.924 -4.416 0.000
C -0.260 0.379 -2.511 0.000
H -1.390 -0.100 -5.665 0.000
H -1.074 2.006 -5.342 0.000
H 0.549 2.181 -4.536 0.000
H -0.983 2.651 -3.752 0.000
H -0.654 -0.546 -2.095 -0.001
H 0.826 0.332 -2.394 0.000
H -0.644 1.175 -1.863 0.000
```

Values from the calculation:
2S+1 = 5
E = -2160.87549 Eh
Lowest unoccupied orbital energy (spin up / spin down) = 0.040 / -0.043 eV
M = 309.14 g/mol
Maximum force = 1.354 eV Å⁻¹



C4H12 | ωB97M-V with the def2-TZVPD basis set

The geometry in XYZ format:
```
16
Properties=species:S:1:pos:R:3:lowdin_spin:R:1
C 1.715 1.404 -1.246 0.153
C 0.938 0.040 -1.315 0.141
H 1.890 1.623 -2.301 0.015
H 1.018 2.082 -0.758 0.037
H 2.652 1.400 -0.704 0.025
H 0.720 -0.267 -2.341 0.019
H 1.494 -0.820 -0.907 0.024
H 0.025 0.170 -0.754 0.014
C -1.376 -0.006 1.646 0.269
C -1.240 -1.339 0.907 0.119
H -1.428 -0.284 2.717 0.047
H -0.637 0.787 1.614 0.048
H -2.384 0.369 1.428 0.044
H -2.173 -1.864 0.786 0.016
H -0.484 -2.042 1.291 0.024
H -0.731 -1.253 -0.062 0.005
```

Values from the calculation:
2S+1 = 2
Charge = -1
E = -159.50073 Eh
ΔE to the lowest compared entry with this formula, charge and spin = 77.2 kJ/mol
Lowest unoccupied orbital energy (spin up / spin down) = 4.397 / 4.537 eV
M = 60.14 g/mol
Maximum force = 2.365 eV Å⁻¹



C16H10Br2N2O6RuS2 | ωB97M-V with the def2-TZVPD basis set

The geometry in XYZ format:
```
39
Properties=species:S:1:pos:R:3:nbo_charge:R:1
Ru 0.113 -0.400 -0.745 1.420
O 0.961 -2.269 -0.624 -0.845
S 2.390 -1.760 -0.561 2.377
O 3.362 -2.530 -1.223 -0.808
O 2.160 -0.352 -1.065 -0.880
C 2.807 -1.567 1.153 -0.271
C 4.012 -2.118 1.516 -0.158
C 4.498 -1.980 2.819 -0.138
C 3.768 -1.282 3.753 -0.155
C 2.541 -0.725 3.402 -0.123
C 2.052 -0.857 2.118 -0.406
S 0.483 -0.093 1.850 2.373
O 0.636 0.896 0.691 -0.767
O -0.017 0.424 3.056 -0.796
O -0.405 -1.056 1.079 -0.763
H 4.576 -2.659 0.768 0.272
H 5.448 -2.424 3.083 0.260
H 4.123 -1.157 4.766 0.259
H 1.968 -0.192 4.148 0.269
Br -6.515 -0.855 -1.226 0.247
C -4.666 -0.748 -1.094 -0.016
C -3.914 -1.865 -0.740 -0.242
C -2.545 -1.739 -0.635 0.103
N -1.928 -0.578 -0.886 -0.419
C -2.642 0.509 -1.250 0.189
C -4.013 0.458 -1.359 -0.217
C -1.799 1.668 -1.576 0.193
C -2.255 2.919 -1.924 -0.221
C -1.325 3.908 -2.255 -0.010
Br -1.902 5.605 -2.726 0.254
C 0.035 3.604 -2.222 -0.246
C 0.422 2.341 -1.838 0.106
N -0.477 1.390 -1.540 -0.427
H -4.383 -2.818 -0.539 0.278
H -1.922 -2.572 -0.335 0.251
H -4.580 1.328 -1.656 0.263
H -3.313 3.137 -1.942 0.263
H 0.781 4.343 -2.475 0.278
H 1.466 2.063 -1.767 0.253
```

Values from the calculation:
Charge = +2
E = -7215.33766 Eh
ΔE to the lowest compared entry with this formula, charge and spin = 7.2 kJ/mol
Lowest unoccupied orbital energy (spin up / spin down) = -9.451 / -9.452 eV
M = 651.28 g/mol
Maximum force = 0.749 eV Å⁻¹



C51H100BClF3O19S2 | ωB97M-V with the def2-TZVPD basis set

The geometry in XYZ format:
```
177
Properties=species:S:1:pos:R:3:lowdin_charge:R:1
C -1.351 2.587 0.695 -0.139
C -2.244 3.374 1.822 -0.622
Cl -2.789 4.987 0.999 0.389
C -3.627 2.620 2.271 -0.160
B -3.498 1.003 2.527 -0.799
O -2.203 0.399 2.895 -0.035
C -2.395 -1.014 2.438 -0.183
C -1.074 -1.945 2.164 -0.111
C 0.243 -1.120 1.605 -0.237
C 1.125 -2.056 0.537 -0.518
S 2.317 -0.891 -0.398 0.563
C -3.648 -1.122 1.372 -0.393
O -4.497 -2.341 1.494 -0.034
S -3.302 -1.046 -0.469 0.956
O -1.838 -0.718 -0.849 -0.355
O -3.602 -2.484 -1.047 -0.376
C -4.467 0.117 -1.415 -0.288
F -5.869 -0.285 -1.127 0.009
F -4.303 1.548 -1.048 0.009
F -4.271 0.011 -2.880 0.008
O -4.344 0.167 1.605 -0.040
H -0.700 3.375 0.089 0.056
H -1.965 1.948 -0.071 0.078
H -0.556 1.935 1.298 0.088
H -1.627 3.723 2.776 0.117
H -4.447 2.789 1.434 0.100
H -4.045 3.144 3.247 0.102
H -4.119 0.874 3.544 0.084
H -2.882 -1.501 3.412 0.168
H -1.373 -2.695 1.286 0.126
H -0.806 -2.547 3.159 0.116
H -0.072 -0.170 0.995 0.078
H 0.927 -0.893 2.537 0.120
H 0.425 -2.563 -0.285 0.073
H 1.719 -2.915 1.063 0.072
H 2.269 0.345 0.295 -0.135
H -3.902 -3.152 1.516 0.100
C 0.945 -4.344 -4.444 -0.024
C -0.140 -3.801 -3.553 -0.478
O -0.283 -4.208 -2.401 0.047
C -1.043 -2.742 -4.126 -0.010
H 1.519 -5.100 -3.898 0.061
H 0.502 -4.811 -5.327 0.082
H 1.622 -3.538 -4.739 0.089
H -1.575 -3.138 -4.995 0.085
H -0.456 -1.865 -4.407 0.056
H -1.779 -2.445 -3.371 0.076
C -5.979 -6.625 2.678 -0.019
C -4.770 -5.989 3.309 -0.471
O -3.968 -5.339 2.640 0.046
C -4.579 -6.178 4.790 -0.026
H -5.987 -6.405 1.605 0.087
H -5.941 -7.709 2.813 0.085
H -6.890 -6.218 3.126 0.082
H -4.479 -7.242 5.019 0.063
H -5.427 -5.750 5.332 0.067
H -3.666 -5.663 5.107 0.077
C 0.590 3.147 -4.551 -0.028
C 1.316 1.897 -4.130 -0.489
O 2.534 1.893 -3.958 0.036
C 0.494 0.652 -3.928 -0.029
H 1.310 3.965 -4.658 0.049
H 0.099 2.985 -5.513 0.086
H -0.144 3.424 -3.790 0.094
H -0.002 0.379 -4.863 0.079
H -0.244 0.818 -3.140 0.093
H 1.150 -0.171 -3.626 0.072
C -0.619 -6.355 5.443 -0.010
C 0.061 -5.854 4.198 -0.476
O 0.565 -4.733 4.152 0.042
C 0.101 -6.777 3.009 -0.018
H -0.572 -5.583 6.219 0.071
H -1.669 -6.574 5.231 0.065
H -0.111 -7.251 5.810 0.088
H -0.917 -7.015 2.689 0.084
H 0.642 -7.691 3.267 0.082
H 0.622 -6.283 2.183 0.082
C 2.545 4.382 -1.789 -0.010
C 2.206 4.199 -0.334 -0.473
O 1.593 3.208 0.059 0.029
C 2.644 5.276 0.622 -0.028
H 2.167 3.528 -2.360 0.052
H 2.076 5.293 -2.169 0.087
H 3.630 4.433 -1.913 0.093
H 2.179 6.227 0.349 0.083
H 3.733 5.367 0.605 0.079
H 2.331 5.011 1.637 0.084
C 4.072 -7.894 -2.289 -0.032
C 3.971 -6.394 -2.224 -0.486
O 3.892 -5.714 -3.246 0.039
C 3.971 -5.757 -0.860 -0.018
H 4.060 -8.214 -3.336 0.081
H 5.009 -8.224 -1.833 0.081
H 3.219 -8.346 -1.776 0.085
H 4.903 -5.991 -0.340 0.072
H 3.114 -6.114 -0.283 0.090
H 3.893 -4.670 -0.967 0.090
C 7.263 -3.064 1.507 -0.024
C 6.714 -4.374 2.004 -0.491
O 5.514 -4.633 1.928 0.050
C 7.689 -5.355 2.599 -0.032
H 6.446 -2.457 1.104 0.089
H 7.730 -2.520 2.332 0.084
H 7.990 -3.244 0.710 0.084
H 8.174 -4.913 3.472 0.084
H 8.434 -5.637 1.851 0.082
H 7.151 -6.255 2.915 0.083
C 4.100 6.273 -6.572 -0.014
C 2.815 6.713 -5.922 -0.471
O 2.223 5.989 -5.124 0.034
C 2.284 8.074 -6.285 -0.017
H 4.362 5.271 -6.215 0.090
H 3.974 6.236 -7.657 0.048
H 4.906 6.962 -6.305 0.078
H 2.077 8.117 -7.358 0.090
H 3.009 8.842 -6.006 0.084
H 1.352 8.257 -5.741 0.059
C -1.508 9.662 -4.625 -0.019
C -0.802 10.858 -5.207 -0.489
O 0.379 10.801 -5.544 0.044
C -1.598 12.126 -5.360 -0.031
H -0.810 8.819 -4.574 0.078
H -1.855 9.891 -3.615 0.090
H -2.350 9.381 -5.263 0.089
H -1.949 12.465 -4.382 0.085
H -2.444 11.956 -6.030 0.085
H -0.960 12.905 -5.792 0.082
C 6.092 8.403 -3.314 -0.026
C 6.665 9.386 -4.299 -0.497
O 7.177 9.010 -5.352 0.043
C 6.587 10.847 -3.946 -0.030
H 6.219 7.386 -3.700 0.085
H 6.620 8.482 -2.360 0.085
H 5.025 8.594 -3.175 0.087
H 7.137 11.036 -3.021 0.084
H 5.542 11.148 -3.836 0.086
H 7.039 11.439 -4.749 0.083
C -6.624 -6.942 8.111 -0.029
C -5.867 -8.149 7.627 -0.458
O -5.217 -8.119 6.583 0.025
C -5.935 -9.395 8.469 -0.030
H -6.483 -6.117 7.404 0.041
H -7.690 -7.172 8.173 0.093
H -6.244 -6.633 9.089 0.095
H -6.971 -9.735 8.546 0.083
H -5.525 -9.196 9.462 0.085
H -5.341 -10.185 7.996 0.081
C 4.282 4.872 -11.640 -0.024
C 4.774 6.036 -10.822 -0.474
O 4.300 6.283 -9.714 0.041
C 5.868 6.885 -11.412 -0.025
H 3.492 4.350 -11.090 0.087
H 3.870 5.231 -12.587 0.085
H 5.102 4.173 -11.823 0.087
H 5.527 7.334 -12.348 0.085
H 6.759 6.276 -11.584 0.086
H 6.123 7.687 -10.711 0.087
C -7.943 -2.198 8.253 -0.022
C -7.362 -3.236 7.330 -0.457
O -6.904 -4.292 7.764 0.017
C -7.364 -2.932 5.856 -0.003
H -7.875 -2.553 9.287 0.083
H -7.380 -1.266 8.165 0.090
H -8.996 -2.032 8.009 0.086
H -6.775 -2.032 5.661 0.099
H -8.390 -2.798 5.505 0.091
H -6.914 -3.770 5.312 0.072
C -1.149 -1.699 9.118 -0.032
C -0.568 -2.736 8.195 -0.492
O -0.109 -3.792 8.629 0.038
C -0.569 -2.432 6.720 -0.018
H -1.081 -2.054 10.151 0.079
H -0.586 -0.766 9.030 0.085
H -2.201 -1.532 8.874 0.084
H 0.020 -1.532 6.526 0.094
H -1.595 -2.298 6.370 0.091
H -0.119 -3.270 6.177 0.058
```

Values from the calculation:
Charge = -1
E = -5013.63603 Eh
Lowest unoccupied orbital energy = 1.782 eV
M = 1184.74 g/mol
Maximum force = 9.209 eV Å⁻¹